Record 1
{"formula": "C53H76BN10O4PbS2SiTe", "method": "ωB97M-V/def2-TZVPD", "lumo_energy_ev": -1.75, "total_charge": 1, "elements": ["Pb", "C", "C", "C", "C", "N", "N", "B", "N", "C", "C", "C", "C", "N", "N", "C", "C", "C", "C", "N", "N", "C", "C", "C", "C", "N", "H", "H", "H", "H", "H", "H", "H", "H", "H", "H", "H", "H", "H", "H", "H", "H", "H", "H", "H", "H", "S", "C", "C", "C", "C", "C", "N", "H", "H", "H", "H", "C", "C", "O", "N", "Te", "C", "C", "C", "C", "C", "C", "C", "C", "C", "C", "C", "C", "C", "C", "C", "C", "C", "C", "H", "H", "H", "H", "H", "H", "H", "H", "H", "H", "H", "H", "H", "H", "H", "H", "H", "H", "H", "H", "H", "H", "H", "H", "H", "C", "C", "C", "C", "O", "Si", "S", "O", "C", "C", "C", "C", "O", "C", "C", "C", "C", "H", "H", "H", "H", "H", "H", "H", "H", "H", "H", "H", "H", "H", "H", "H", "H", "H", "H", "H", "H", "H", "H", "H", "H", "H", "H", "H"], "xyz": [[0.60, 0.28, -0.20], [2.76, -1.96, 2.04], [3.37, -0.63, 1.77], [4.65, -0.15, 2.11], [4.68, 1.15, 1.66], [3.49, 1.43, 1.09], [2.70, 0.34, 1.14], [3.06, 2.73, 0.34], [3.05, 2.38, -1.17], [3.98, 2.66, -2.10], [3.65, 1.99, -3.26], [2.48, 1.29, -2.95], [1.68, 0.41, -3.86], [2.13, 1.52, -1.69], [1.64, 3.20, 0.81], [1.36, 4.40, 1.35], [0.02, 4.45, 1.66], [-0.49, 3.20, 1.28], [-1.88, 2.70, 1.44], [0.50, 2.47, 0.76], [4.01, 3.86, 0.70], [4.44, 4.19, 1.94], [5.03, 5.42, 1.87], [4.91, 5.80, 0.52], [5.38, 7.06, -0.14], [4.28, 4.86, -0.17], [2.43, -2.02, 3.08], [1.88, -2.13, 1.41], [3.49, -2.76, 1.87], [5.43, -0.69, 2.62], [5.48, 1.87, 1.69], [4.78, 3.34, -1.89], [4.18, 2.00, -4.19], [1.94, 0.63, -4.89], [1.89, -0.64, -3.67], [0.62, 0.59, -3.71], [2.12, 5.16, 1.47], [-0.51, 5.27, 2.11], [-2.59, 3.43, 1.04], [-2.02, 1.75, 0.94], [-2.11, 2.57, 2.50], [4.27, 3.54, 2.79], [5.48, 5.98, 2.68], [6.38, 7.31, 0.21], [5.39, 6.94, -1.22], [4.72, 7.89, 0.11], [-2.42, -1.03, -2.47], [-1.02, -2.10, -2.56], [-1.23, -3.28, -3.29], [-0.20, -4.20, -3.36], [1.00, -3.93, -2.71], [1.12, -2.74, -2.03], [0.13, -1.84, -1.95], [-2.18, -3.44, -3.78], [-0.33, -5.11, -3.92], [1.83, -4.62, -2.75], [2.03, -2.47, -1.51], [-2.92, -1.27, 2.92], [-1.50, -1.26, 2.34], [-1.30, -0.55, 1.33], [-0.50, -1.99, 2.84], [-0.83, -3.12, 4.40], [1.18, -3.27, 5.07], [1.50, -2.30, 6.04], [0.57, -1.16, 6.38], [2.71, -2.40, 6.71], [3.61, -3.42, 6.44], [4.91, -3.54, 7.19], [3.29, -4.33, 5.44], [2.10, -4.27, 4.74], [1.86, -5.28, 3.65], [-1.29, -5.05, 3.63], [-1.75, -5.94, 4.62], [-1.62, -5.63, 6.09], [-2.31, -7.15, 4.23], [-2.43, -7.50, 2.89], [-3.06, -8.79, 2.47], [-1.92, -6.62, 1.94], [-1.35, -5.40, 2.27], [-0.77, -4.57, 1.15], [-3.55, -0.62, 2.33], [-2.91, -0.90, 3.95], [-3.33, -2.28, 2.90], [0.18, -0.70, 5.47], [1.10, -0.40, 6.94], [-0.27, -1.50, 6.99], [2.95, -1.66, 7.47], [4.86, -3.03, 8.15], [5.72, -3.10, 6.61], [5.15, -4.59, 7.36], [4.00, -5.12, 5.20], [1.44, -6.21, 4.05], [2.81, -5.53, 3.16], [1.18, -4.90, 2.89], [-0.61, -5.30, 6.33], [-1.85, -6.51, 6.69], [-2.32, -4.84, 6.39], [-2.66, -7.83, 5.00], [-3.56, -9.28, 3.31], [-2.31, -9.48, 2.08], [-3.80, -8.62, 1.69], [-1.96, -6.91, 0.89], [-1.55, -4.25, 0.46], [-0.06, -5.17, 0.59], [-0.27, -3.68, 1.51], [-5.23, 1.84, -2.07], [-4.78, 3.22, -2.56], [-4.87, 4.25, -1.45], [-5.61, 3.64, -3.77], [-3.41, 3.21, -2.98], [-2.30, 2.18, -3.52], [-1.86, 0.83, -1.78], [-0.96, 2.99, -3.86], [-0.61, 4.39, -3.90], [-0.61, 4.95, -2.48], [0.78, 4.47, -4.50], [-1.62, 5.14, -4.77], [-2.78, 1.16, -4.66], [-2.65, 0.92, -6.07], [-2.81, -0.58, -6.27], [-1.29, 1.37, -6.58], [-3.77, 1.67, -6.78], [-6.29, 1.87, -1.81], [-4.66, 1.55, -1.19], [-5.07, 1.09, -2.84], [-5.89, 4.30, -1.05], [-4.59, 5.23, -1.82], [-4.19, 3.97, -0.64], [-6.67, 3.72, -3.50], [-5.50, 2.91, -4.57], [-5.27, 4.61, -4.13], [0.10, 4.40, -1.86], [-1.60, 4.86, -2.03], [-0.32, 5.99, -2.50], [1.50, 3.96, -3.87], [1.08, 5.52, -4.60], [0.79, 4.01, -5.49], [-2.62, 5.04, -4.36], [-1.60, 4.76, -5.79], [-1.35, 6.20, -4.79], [-1.99, -1.11, -5.78], [-2.80, -0.82, -7.33], [-3.75, -0.92, -5.83], [-0.49, 0.88, -6.01], [-1.18, 2.45, -6.46], [-1.19, 1.12, -7.63], [-4.74, 1.28, -6.48], [-3.67, 1.57, -7.86], [-3.73, 2.74, -6.52]], "lowdin_charge": [1.374, -0.025, -0.333, -0.005, -0.060, 0.016, -0.026, -0.655, 0.024, -0.048, -0.015, -0.346, -0.020, -0.023, 0.032, -0.040, -0.003, -0.330, -0.024, -0.034, -0.029, -0.106, -0.017, -0.351, -0.034, 0.120, 0.064, 0.042, 0.088, 0.105, 0.122, 0.110, 0.108, 0.086, 0.068, 0.049, 0.121, 0.109, 0.071, 0.016, 0.091, 0.125, 0.104, 0.077, 0.075, 0.078, 0.615, -0.647, -0.096, -0.054, -0.056, -0.162, -0.057, 0.106, 0.115, 0.108, 0.112, -0.050, -0.709, -0.211, -0.253, 1.875, -0.330, -0.311, -0.090, -0.003, -0.248, -0.037, -0.006, -0.288, -0.034, -0.334, -0.314, -0.085, -0.004, -0.249, -0.038, -0.006, -0.283, -0.057, 0.080, 0.066, 0.068, 0.057, 0.086, 0.078, 0.123, 0.081, 0.090, 0.083, 0.128, 0.098, 0.090, 0.045, 0.067, 0.086, 0.072, 0.122, 0.079, 0.089, 0.085, 0.130, 0.094, 0.090, 0.026, -0.036, -0.622, -0.014, -0.013, -0.139, -0.006, 0.341, -0.125, -0.614, -0.008, -0.011, -0.017, -0.158, -0.619, -0.026, -0.015, -0.019, 0.096, 0.067, 0.084, 0.094, 0.091, 0.071, 0.094, 0.077, 0.090, 0.084, 0.079, 0.097, 0.074, 0.096, 0.089, 0.073, 0.085, 0.095, 0.077, 0.094, 0.090, 0.080, 0.073, 0.098, 0.089, 0.094, 0.087]}

=====

Record 2
{"formula": "C36H49BaN5P2Si", "method": "ωB97M-V/def2-TZVPD", "lumo_energy_ev": [-1.49, -1.49], "elements": ["Ba", "C", "C", "C", "C", "C", "C", "C", "C", "C", "H", "H", "H", "H", "H", "H", "H", "H", "H", "H", "H", "H", "H", "H", "H", "P", "P", "N", "N", "N", "N", "C", "C", "C", "C", "C", "C", "C", "C", "C", "C", "C", "C", "C", "C", "C", "C", "C", "C", "H", "H", "H", "H", "H", "H", "H", "H", "H", "H", "H", "H", "H", "H", "H", "H", "H", "H", "H", "H", "C", "Si", "C", "C", "N", "C", "C", "C", "C", "C", "C", "H", "H", "H", "H", "H", "H", "H", "H", "H", "H", "H", "H", "H", "H"], "xyz": [[-0.68, 2.04, -5.04], [-1.78, 2.15, -7.64], [-1.97, 0.94, -7.08], [-1.19, -0.31, -7.33], [0.30, -0.05, -7.67], [1.00, 0.89, -6.74], [1.21, 2.23, -6.88], [0.51, 3.17, -7.81], [-0.68, 2.56, -8.58], [1.35, 0.46, 0.11], [-2.55, 2.94, -7.51], [-2.87, 0.79, -6.46], [-1.63, -0.91, -8.15], [-1.24, -0.98, -6.44], [0.82, -1.02, -7.57], [0.41, 0.21, -8.73], [1.50, 0.35, -5.91], [2.02, 2.71, -6.32], [1.22, 3.56, -8.56], [0.17, 4.07, -7.27], [-1.10, 3.36, -9.22], [-0.36, 1.79, -9.29], [0.36, 0.94, 0.12], [2.09, 1.28, 0.14], [1.38, -0.05, 1.08], [1.55, -0.54, -1.38], [-1.39, -1.30, -1.35], [2.48, 0.63, -2.26], [2.79, -1.77, -1.07], [-1.83, 0.14, -2.26], [-2.97, -2.19, -1.42], [0.78, -1.31, -2.90], [-0.54, -2.08, -2.77], [2.37, 2.01, -2.18], [3.12, 2.58, -3.18], [3.67, 1.51, -3.96], [3.23, 0.33, -3.41], [3.87, -1.55, -0.20], [4.67, -2.68, -0.18], [4.12, -3.63, -1.10], [2.98, -3.04, -1.64], [-1.98, 1.39, -1.64], [-3.00, 2.06, -2.28], [-3.42, 1.28, -3.39], [-2.64, 0.14, -3.40], [-3.96, -2.42, -2.37], [-5.07, -2.99, -1.75], [-4.74, -3.17, -0.37], [-3.45, -2.68, -0.20], [1.53, -2.00, -3.31], [0.67, -0.53, -3.67], [-1.12, -2.07, -3.72], [-0.41, -3.14, -2.47], [1.82, 2.48, -1.37], [3.29, 3.64, -3.30], [4.33, 1.62, -4.81], [3.43, -0.70, -3.70], [3.95, -0.62, 0.31], [5.54, -2.81, 0.45], [4.50, -4.62, -1.31], [2.32, -3.45, -2.38], [-1.41, 1.65, -0.76], [-3.46, 2.97, -1.93], [-4.29, 1.44, -4.01], [-2.65, -0.72, -4.08], [-3.77, -2.22, -3.41], [-5.99, -3.26, -2.23], [-5.35, -3.62, 0.39], [-2.80, -2.66, 0.67], [1.70, -1.78, 2.88], [0.12, -1.40, 3.83], [-0.47, -3.02, 4.56], [0.55, -0.18, 5.20], [-1.09, -0.69, 2.85], [-2.38, -0.45, 2.75], [-3.40, -1.41, 3.03], [-4.73, -1.15, 2.77], [-5.13, 0.10, 2.26], [-4.16, 1.09, 2.01], [-2.82, 0.84, 2.26], [2.26, -2.56, 3.43], [2.37, -0.92, 2.78], [1.49, -2.17, 1.88], [0.27, -3.40, 5.28], [-1.44, -2.91, 5.06], [-0.59, -3.78, 3.76], [1.05, 0.71, 4.80], [-0.35, 0.16, 5.72], [1.22, -0.65, 5.94], [-3.09, -2.38, 3.42], [-5.49, -1.91, 2.96], [-6.18, 0.30, 2.06], [-4.47, 2.07, 1.62], [-2.04, 1.60, 2.09]], "lowdin_charge": [1.615, -0.228, -0.329, -0.195, -0.213, -0.374, -0.374, -0.238, -0.193, -0.186, 0.116, 0.095, 0.131, 0.097, 0.112, 0.104, 0.061, 0.091, 0.123, 0.098, 0.121, 0.113, 0.026, 0.053, 0.027, 0.975, 1.100, -0.206, -0.176, -0.257, -0.235, -0.370, -0.377, -0.149, -0.094, -0.085, -0.122, -0.131, -0.077, -0.079, -0.134, -0.139, -0.108, -0.156, -0.257, -0.161, -0.084, -0.084, -0.142, 0.047, 0.023, 0.072, 0.091, 0.102, 0.100, 0.105, 0.118, 0.105, 0.096, 0.100, 0.090, 0.097, 0.107, 0.107, 0.088, 0.077, 0.086, 0.093, 0.088, -0.208, 0.318, -0.206, -0.197, -0.073, -0.455, -0.090, -0.154, -0.162, -0.153, -0.090, 0.030, 0.013, 0.011, 0.016, 0.018, 0.024, 0.016, 0.025, 0.015, 0.082, 0.090, 0.076, 0.083, 0.077]}

=====

Record 3
{"formula": "C11H15N", "method": "ωB97M-V/def2-TZVPD", "e_above_lowest_kcal_mol": 18.5, "smiles": "Cc1c[nH]c2ccccc12.CC", "lumo_energy_ev": 0.93, "elements": ["C", "C", "C", "C", "C", "C", "C", "C", "C", "N", "H", "H", "H", "H", "H", "H", "H", "H", "H", "C", "C", "H", "H", "H", "H", "H", "H"], "xyz": [[0.08, -2.48, -1.07], [0.82, -0.09, -0.84], [-0.15, -1.06, -0.75], [-0.94, 0.98, 0.08], [-1.30, -0.37, -0.28], [-1.83, 1.84, 0.67], [-2.58, -0.84, 0.00], [-3.07, 1.31, 1.01], [-3.44, -0.02, 0.72], [0.41, 1.08, -0.27], [1.74, -0.10, -1.41], [0.77, 1.99, -0.51], [0.76, -2.60, -1.92], [-0.82, -3.09, -1.14], [-1.60, 2.84, 1.00], [-2.86, -1.81, -0.39], [-3.86, 1.92, 1.43], [-4.38, -0.38, 1.13], [0.68, -3.04, -0.33], [4.91, -0.45, -0.09], [4.16, 0.54, 0.85], [5.74, 0.03, -0.60], [5.21, -1.30, 0.50], [4.15, -0.76, -0.81], [4.26, 1.60, 0.60], [4.59, 0.51, 1.85], [3.10, 0.30, 0.89]], "lowdin_charge": [-0.055, -0.086, -0.228, -0.191, -0.140, -0.040, -0.029, -0.100, -0.092, 0.068, 0.120, 0.149, 0.079, 0.071, 0.108, 0.105, 0.094, 0.093, 0.083, -0.146, -0.166, 0.057, 0.057, 0.041, 0.058, 0.055, 0.035]}

=====

Record 4
{"formula": "C3H12N2O2", "method": "ωB97M-V/def2-TZVPD", "e_above_lowest_kcal_mol": 32.6, "smiles": "CC/N=C\\N.O.O", "lumo_energy_ev": 0.48, "elements": ["C", "C", "N", "C", "N", "H", "H", "H", "H", "H", "H", "H", "H", "H", "H", "O", "H", "H", "O"], "xyz": [[0.71, -1.59, -0.19], [0.69, -0.27, 0.66], [-1.43, 0.53, -1.16], [-0.28, 1.31, -0.80], [0.70, 0.96, -0.11], [-0.20, -2.14, 0.07], [0.71, -1.40, -1.26], [1.54, -2.20, 0.13], [-0.17, -0.24, 1.32], [1.58, -0.30, 1.28], [-1.36, -0.35, -0.65], [-1.47, 0.25, -2.13], [-0.35, 2.26, -1.33], [-3.58, -0.54, 0.32], [-2.70, -1.69, 0.86], [-3.52, -1.21, 1.00], [2.42, 2.10, 0.20], [3.35, 2.23, 1.37], [3.35, 2.30, 0.41]], "lowdin_charge": [-0.076, -0.255, 0.069, -0.255, 0.000, 0.055, 0.071, 0.060, 0.105, 0.096, 0.028, 0.089, 0.115, 0.023, 0.011, -0.055, -0.017, 0.024, -0.089]}